Entry i
ORCA calculation (ωB97M-V/def2-TZVPD) on C3H7OP as an isolated structure.

Calculated values
LUMO level (spin up / spin down): -0.03 / -0.85 eV
Kohn-Sham gap (spin up / spin down): 9.55 / 8.49 eV
molecular weight: 90.1 g/mol
charge: 0

```
12
Properties=species:S:1:pos:R:3:nbo_charge:R:1
C 0.766 2.507 -0.257 -0.25
C 0.203 0.781 0.656 -0.55
C -0.050 -2.033 0.015 -1.00
O -1.273 -0.127 -1.633 -1.04
P -0.826 -0.358 -0.210 1.68
H 1.287 3.255 0.229 0.15
H 0.758 2.561 -1.356 0.17
H 0.470 1.043 1.685 0.22
H 0.386 -2.079 1.094 0.24
H -0.748 -2.893 -0.234 0.26
H 0.716 -2.203 -0.807 0.25
H -1.688 -0.454 0.818 -0.13
```

---

Entry ii
ORCA calculation (ωB97M-V/def2-TZVPD) on a 2-piece molecular cluster, C3H7OP overall.

Calculated values
LUMO level: -0.83 eV
structure (SMILES): C=CC.O=P
Kohn-Sham gap: 8.80 eV
molecular weight: 90.1 g/mol
charge: 0

```
12
Properties=species:S:1:pos:R:3:nbo_charge:R:1
C -0.836 -0.351 1.598 -0.40
C -0.971 0.185 0.415 -0.18
C -0.831 -0.505 -0.912 -0.66
H -0.958 0.092 2.547 0.19
H -0.750 -1.389 1.844 0.18
H -1.225 1.160 0.424 0.18
H -1.840 -0.620 -1.357 0.22
H -0.199 -1.448 -0.854 0.23
H -0.267 0.194 -1.562 0.22
O 2.695 -0.162 -1.223 -0.96
P 2.757 0.810 -0.155 1.16
H 2.425 2.034 -0.763 -0.20
```

---

Verdict on stability: entry ii comes out on top.

---

Entry i
ORCA calculation (ωB97M-V/def2-TZVPD) on one molecule with the formula C2H5NO2.

Calculated values
LUMO level: 0.68 eV
structure (SMILES): CN(O)C=O
Kohn-Sham gap: 9.78 eV
molecular weight: 75.1 g/mol
charge: 0

```
10
Properties=species:S:1:pos:R:3:nbo_charge:R:1
C 0.502 -0.864 0.938 -0.45
N -0.005 -0.036 -0.196 -0.15
O -0.699 -0.761 -1.089 -0.56
C -0.046 1.250 -0.547 0.48
O -0.838 1.736 -1.359 -0.65
H 0.931 -1.979 0.530 0.26
H -0.542 -0.896 1.717 0.23
H 1.378 -0.223 1.497 0.23
H -1.304 -0.147 -1.556 0.50
H 0.624 1.922 0.065 0.12
```

---

Entry ii
ORCA calculation (ωB97M-V/def2-TZVPD) on one molecule with the formula C2H5NO2.

Calculated values
LUMO level: 0.72 eV
structure (SMILES): CN(O)C=O
Kohn-Sham gap: 9.84 eV
molecular weight: 75.1 g/mol
charge: 0

```
10
Properties=species:S:1:pos:R:3:nbo_charge:R:1
C -0.605 0.828 0.847 -0.44
N -0.105 -0.355 0.061 -0.12
O 0.558 -1.347 0.708 -0.54
C 0.268 -0.288 -1.253 0.44
O 0.803 -1.375 -1.680 -0.65
H -0.656 0.591 1.904 0.24
H -1.543 1.225 0.423 0.22
H 0.085 1.671 0.643 0.20
H 1.275 -1.573 0.093 0.49
H -0.078 0.623 -1.747 0.15
```

---

Verdict on stability: entry ii comes out on top.

---

Entry i
ORCA calculation (ωB97M-V/def2-TZVPD) on one molecule with the formula C2H5NO2.

Calculated values
LUMO level: 0.70 eV
structure (SMILES): CNC(=O)O
Kohn-Sham gap: 10.49 eV
molecular weight: 75.1 g/mol
charge: 0

```
10
Properties=species:S:1:pos:R:3:nbo_charge:R:1
C -0.282 -0.615 -1.212 -0.42
N -0.558 0.367 -0.206 -0.65
C 0.303 0.738 0.856 0.87
O -0.033 1.525 1.747 -0.64
O 1.316 -0.229 1.124 -0.71
H -0.960 -1.413 -0.995 0.20
H -0.543 -0.093 -2.131 0.20
H 0.729 -1.069 -1.233 0.23
H -1.502 0.711 0.042 0.42
H 1.529 0.078 2.007 0.50
```

---

Entry ii
ORCA calculation (ωB97M-V/def2-TZVPD) on one molecule with the formula C2H5NO2.

Calculated values
LUMO level: 0.78 eV
structure (SMILES): NCC(=O)O
Kohn-Sham gap: 10.51 eV
molecular weight: 75.1 g/mol
charge: 0

```
10
Properties=species:S:1:pos:R:3:nbo_charge:R:1
N 1.075 0.940 -1.296 -0.82
C 0.945 -0.134 -0.308 -0.34
C -0.387 -0.112 0.361 0.77
O -1.132 0.787 0.588 -0.57
O -0.704 -1.377 0.813 -0.70
H 1.981 1.331 -1.374 0.37
H 0.703 0.573 -2.152 0.36
H 1.697 -0.030 0.475 0.23
H 1.052 -1.131 -0.747 0.20
H -1.461 -1.209 1.393 0.49
```

---

Entry iii
ORCA calculation (ωB97M-V/def2-TZVPD) on one molecule with the formula C2H5NO2.

Calculated values
LUMO level: 0.83 eV
structure (SMILES): CONC=O
Kohn-Sham gap: 10.71 eV
molecular weight: 75.1 g/mol
charge: 0

```
10
Properties=species:S:1:pos:R:3:nbo_charge:R:1
C -1.598 -0.608 0.243 -0.29
O -1.034 0.476 -0.475 -0.36
N 0.165 0.931 0.139 -0.34
C 1.314 0.220 0.142 0.49
O 1.471 -0.993 -0.163 -0.61
H -2.565 -0.783 -0.279 0.20
H -1.791 -0.477 1.391 0.19
H -0.999 -1.647 0.066 0.21
H 0.203 1.908 0.267 0.39
H 2.204 0.943 0.376 0.12
```

---

Verdict on stability: entry ii comes out on top.

---

Entry i
ORCA calculation (ωB97M-V/def2-TZVPD) on one molecule with the formula C2H5NO2.

Calculated values
LUMO level: 0.46 eV
structure (SMILES): [H]/N=C(\O)CO
Kohn-Sham gap: 10.34 eV
molecular weight: 75.1 g/mol
charge: 0

```
10
Properties=species:S:1:pos:R:3:nbo_charge:R:1
H -0.261 -2.165 -0.610 0.35
N 0.298 -1.477 -0.094 -0.69
C -0.432 -0.418 0.055 0.52
O -1.683 -0.408 -0.439 -0.67
C 0.204 0.835 0.477 -0.14
O 1.609 0.700 -0.331 -0.77
H -2.058 0.485 -0.463 0.48
H 0.472 0.818 1.531 0.22
H -0.302 1.739 0.143 0.20
H 2.153 -0.110 -0.269 0.50
```

---

Entry ii
ORCA calculation (ωB97M-V/def2-TZVPD) on one molecule with the formula C2H5NO2.

Calculated values
LUMO level: 0.59 eV
structure (SMILES): NCC(=O)O
Kohn-Sham gap: 10.40 eV
molecular weight: 75.1 g/mol
charge: 0

```
10
Properties=species:S:1:pos:R:3:nbo_charge:R:1
N 0.694 -0.273 0.962 -0.85
C -0.448 0.308 0.346 -0.36
C -0.358 0.259 -1.157 0.75
O -1.130 0.765 -1.919 -0.58
O 0.472 -0.683 -1.565 -0.67
H 0.477 -1.047 1.521 0.39
H 1.338 0.354 1.256 0.38
H -0.604 1.346 0.707 0.22
H -1.431 -0.184 0.599 0.24
H 0.990 -0.846 -0.750 0.49
```

---

Entry iii
ORCA calculation (ωB97M-V/def2-TZVPD) on one molecule with the formula C2H5NO2.

Calculated values
LUMO level: 0.65 eV
structure (SMILES): NCC(=O)O
Kohn-Sham gap: 10.60 eV
molecular weight: 75.1 g/mol
charge: 0

```
10
Properties=species:S:1:pos:R:3:nbo_charge:R:1
N 0.087 -0.876 -0.780 -0.87
C -0.688 0.062 0.030 -0.36
C 0.319 0.954 0.821 0.79
O -0.130 1.643 1.657 -0.56
O 1.570 0.691 0.311 -0.69
H -0.321 -1.171 -1.615 0.38
H 0.428 -1.744 -0.210 0.38
H -1.327 -0.439 0.751 0.21
H -1.267 0.738 -0.546 0.22
H 1.330 0.141 -0.417 0.49
```

---

Verdict on stability: entry ii comes out on top.

---

Entry i
ORCA calculation (ωB97M-V/def2-TZVPD) on a 2-piece molecular cluster, C5H3F3 overall.

Calculated values
LUMO level: -1.85 eV
Kohn-Sham gap: 8.69 eV
molecular weight: 120.1 g/mol
charge: 0

```
11
Properties=species:S:1:pos:R:3:nbo_charge:R:1
C 1.079 1.788 1.561 0.30
C 0.135 1.190 0.950 -0.63
C -1.282 0.556 1.318 -0.43
C -1.034 1.160 0.016 0.24
C -2.924 0.002 -2.094 0.87
F -2.110 -1.055 -1.789 -0.32
F -4.003 0.140 -1.218 -0.34
F -3.297 -0.011 -3.409 -0.33
H -1.456 -0.449 1.517 0.26
H -1.746 1.308 1.990 0.26
H -2.425 0.891 -2.041 0.12
```

---

Entry ii
ORCA calculation (ωB97M-V/def2-TZVPD) on a 2-piece molecular cluster, C5H3F3 overall.

Calculated values
LUMO level (spin up / spin down): -2.22 / -2.31 eV
Kohn-Sham gap (spin up / spin down): 8.18 / 8.00 eV
molecular weight: 120.1 g/mol
charge: 0

```
11
Properties=species:S:1:pos:R:3:nbo_charge:R:1
C -2.036 -0.334 2.048 -0.41
C -1.371 0.083 1.135 -0.05
C 0.915 0.130 -1.163 -0.42
C -0.254 0.616 -1.057 0.17
C -1.070 1.537 -1.756 0.86
F -0.501 2.029 -2.919 -0.33
F -1.454 2.628 -1.153 -0.28
F -2.224 1.032 -2.253 -0.31
H -2.146 -0.850 2.969 0.24
H 1.594 0.137 -1.995 0.26
H 1.252 -0.745 -0.619 0.27
```

---

Verdict on stability: entry ii comes out on top.

---

Entry i
ORCA calculation (ωB97M-V/def2-TZVPD) on a 8-piece molecular cluster, C8H32O8 overall.

Calculated values
LUMO level: 0.30 eV
structure (SMILES): CO.CO.CO.CO.CO.CO.CO.CO
Kohn-Sham gap: 10.38 eV
molecular weight: 256.3 g/mol
charge: 0

```
48
Properties=species:S:1:pos:R:3:nbo_charge:R:1
C -7.254 -1.490 -1.559 -0.25
O -5.911 -1.667 -1.906 -0.72
H -7.761 -2.417 -1.291 0.18
H -7.213 -1.059 -0.558 0.16
H -7.812 -0.880 -2.269 0.17
H -5.549 -0.815 -2.160 0.47
C 0.860 -2.423 -5.948 -0.24
O 1.865 -1.460 -5.626 -0.73
H 1.200 -3.446 -5.785 0.16
H -0.022 -2.142 -5.373 0.18
H 0.665 -2.276 -7.010 0.16
H 2.454 -1.307 -6.368 0.47
C 0.619 4.045 5.717 -0.24
O -0.588 3.429 5.479 -0.73
H 0.929 3.618 6.671 0.16
H 1.397 3.710 5.031 0.15
H 0.656 5.135 5.713 0.19
H -0.488 2.475 5.448 0.47
C -3.242 2.382 1.674 -0.25
O -4.287 2.957 2.382 -0.71
H -3.633 1.880 0.789 0.17
H -2.642 3.180 1.235 0.16
H -2.581 1.696 2.204 0.16
H -3.936 3.214 3.238 0.47
C 4.795 -5.191 -2.698 -0.26
O 6.254 -5.348 -2.954 -0.73
H 4.596 -5.013 -1.641 0.17
H 4.310 -4.313 -3.123 0.19
H 4.371 -6.136 -3.038 0.17
H 6.433 -6.239 -2.645 0.46
C 3.096 5.096 -2.159 -0.26
O 1.942 4.667 -1.427 -0.72
H 2.672 5.925 -2.726 0.19
H 3.922 5.335 -1.489 0.17
H 3.284 4.287 -2.866 0.17
H 2.250 3.951 -0.866 0.46
C -0.407 -2.405 4.907 -0.26
O 0.423 -1.160 4.818 -0.73
H -1.005 -2.654 4.031 0.18
H 0.356 -3.161 5.094 0.17
H -1.070 -2.470 5.770 0.18
H 1.310 -1.514 4.727 0.47
C 0.786 -0.119 -0.526 -0.28
O 1.092 0.683 0.612 -0.72
H -0.210 0.045 -0.938 0.17
H 1.282 0.235 -1.430 0.19
H 1.122 -1.156 -0.552 0.17
H 0.670 0.316 1.392 0.47
```

---

Entry ii
ORCA calculation (ωB97M-V/def2-TZVPD) on C8H32O8 as an isolated structure.

Calculated values
LUMO level: 0.11 eV
Kohn-Sham gap: 9.50 eV
molecular weight: 256.3 g/mol
charge: 0

```
48
Properties=species:S:1:pos:R:3:nbo_charge:R:1
C 0.765 -1.673 1.461 -0.34
O -0.536 -1.944 0.928 -0.63
H 1.446 -2.458 1.132 0.22
H 1.244 -0.755 1.120 0.21
H 0.678 -1.711 2.547 0.22
H -0.999 -2.278 1.700 0.53
C 0.948 2.802 -2.737 -0.25
O 1.784 1.869 -3.444 -0.72
H 1.509 3.585 -2.227 0.17
H 0.373 3.345 -3.487 0.17
H 0.252 2.325 -2.047 0.16
H 2.243 1.390 -2.750 0.45
C -0.657 -3.767 -0.931 -0.29
O 0.571 -3.525 -0.199 -0.75
H -1.121 -2.991 -1.540 0.19
H -0.311 -4.494 -1.665 0.19
H -1.446 -4.291 -0.392 0.16
H 0.399 -2.726 0.306 0.44
C -3.456 -1.587 0.774 -0.24
O -4.843 -1.621 1.079 -0.74
H -3.148 -2.032 -0.172 0.20
H -3.055 -0.578 0.866 0.20
H -2.984 -2.141 1.585 0.11
H -5.062 -1.601 2.014 0.47
C -1.431 3.465 -2.079 -0.25
O -0.851 4.316 -1.103 -0.72
H -0.970 3.694 -3.039 0.18
H -1.297 2.388 -1.971 0.17
H -2.519 3.516 -2.053 0.17
H -0.660 3.825 -0.301 0.47
C -0.466 0.344 -0.598 -0.22
O -1.386 -0.566 -0.183 -0.78
H -0.516 1.260 -0.010 0.13
H 0.527 -0.084 -0.460 0.12
H -0.590 0.658 -1.634 0.16
H -0.879 -1.198 0.332 0.43
C 0.802 1.559 2.491 -0.26
O 1.643 0.696 3.227 -0.74
H 0.015 2.045 3.067 0.20
H 1.502 2.193 1.947 0.16
H 0.348 0.954 1.706 0.15
H 2.197 0.311 2.544 0.47
C 3.105 -0.558 0.417 -0.27
O 3.576 -0.602 1.716 -0.72
H 2.249 0.095 0.250 0.16
H 3.882 -0.042 -0.147 0.18
H 3.028 -1.610 0.139 0.21
H 4.099 0.196 1.822 0.48
```

---

Verdict on stability: entry i comes out on top.